Density functional theory data (ωB97M-V with the def2-TZVPD basis set) for C48H140O23V as an isolated structure.

Its orbital gap (spin up / spin down) is 6.488 / 7.305 eV. The LUMO energy (spin up / spin down) comes out at 0.010 / 0.010 Ha. Its total energy is -4587.12892 hartree. The HOMO energy (spin up / spin down) is -6.21 / -7.03 eV.

```
! wB97M-V def2-TZVPD RIJCOSX def2/J DEFGRID3
* xyz 0 4
V 11.173 2.843 19.397
C 9.593 5.785 21.877
C 9.402 4.269 22.173
C 7.903 4.026 22.245
O 10.245 3.423 21.388
H 8.993 6.495 22.446
H 9.317 5.930 20.832
H 10.656 6.017 21.931
H 9.619 4.170 23.236
H 7.452 3.985 21.254
H 7.457 4.885 22.746
H 7.478 3.163 22.758
C 12.775 3.292 15.481
C 12.066 2.098 16.110
C 12.597 0.772 15.461
O 12.205 2.149 17.524
H 12.304 4.247 15.714
H 12.793 3.279 14.392
H 13.824 3.344 15.775
H 11.002 2.171 15.885
H 12.380 0.712 14.395
H 12.144 -0.095 15.943
H 13.651 0.661 15.716
C 12.444 2.727 25.424
C 12.869 1.330 25.907
O 14.021 1.299 26.709
H 11.853 3.279 26.155
H 11.843 2.587 24.526
H 13.351 3.279 25.176
H 13.063 0.701 25.038
H 11.974 0.936 26.388
H 14.780 1.724 26.302
C 12.506 -2.215 23.444
C 11.343 -2.298 22.459
O 11.393 -1.144 21.637
H 12.311 -1.485 24.230
H 13.483 -2.024 23.000
H 12.634 -3.139 24.008
H 10.417 -2.353 23.032
H 11.476 -3.133 21.771
H 11.197 -0.417 22.232
C 13.229 5.729 23.710
C 13.836 6.372 25.027
O 15.210 6.744 24.707
H 13.453 6.326 22.825
H 12.176 5.463 23.796
H 13.776 4.804 23.531
H 13.793 5.736 25.912
H 13.260 7.218 25.402
H 15.429 7.357 25.412
C 5.285 -2.421 22.458
C 5.210 -3.234 23.771
O 4.364 -2.581 24.732
H 5.944 -2.897 21.732
H 5.468 -1.353 22.577
H 4.293 -2.575 22.033
H 6.223 -3.408 24.134
H 4.754 -4.205 23.576
H 4.855 -1.793 24.977
C 10.473 8.055 25.069
C 10.063 6.723 25.670
O 9.147 7.012 26.733
H 11.097 8.547 25.815
H 9.623 8.726 24.943
H 11.021 7.954 24.132
H 10.961 6.311 26.131
H 9.658 6.096 24.876
H 9.053 6.260 27.322
C 9.103 3.167 26.791
C 9.668 3.426 28.141
O 9.290 4.733 28.575
H 8.024 3.031 26.855
H 9.464 2.231 26.364
H 9.321 3.965 26.081
H 10.731 3.531 27.924
H 9.482 2.641 28.875
H 9.664 4.880 29.447
C 4.476 3.254 23.705
C 3.929 3.279 25.145
O 4.098 2.004 25.712
H 4.063 2.398 23.171
H 5.559 3.178 23.808
H 4.309 4.116 23.059
H 2.853 3.449 25.194
H 4.450 4.029 25.741
H 3.894 2.031 26.649
C 5.124 6.995 24.123
C 6.605 6.816 24.569
O 6.768 7.613 25.691
H 4.894 6.577 23.143
H 4.969 8.068 24.006
H 4.435 6.599 24.868
H 7.349 7.128 23.836
H 6.929 5.790 24.743
H 7.605 7.401 26.111
C 14.211 1.157 22.175
C 13.545 2.484 21.657
O 13.009 2.229 20.416
H 15.087 0.846 21.606
H 13.411 0.418 22.192
H 14.501 1.324 23.212
H 14.256 3.310 21.680
H 12.758 2.701 22.379
H 13.631 1.764 19.851
C 8.783 8.903 19.707
C 8.153 9.354 18.424
O 9.140 9.564 17.464
H 9.566 9.604 19.995
H 9.330 7.965 19.610
H 8.064 8.874 20.526
H 7.508 10.224 18.547
H 7.439 8.561 18.201
H 8.707 9.779 16.635
C 7.181 10.988 24.468
C 7.608 12.343 23.834
O 8.948 12.501 24.093
H 7.571 10.184 23.843
H 6.092 10.972 24.462
H 7.552 10.876 25.487
H 7.080 13.179 24.291
H 7.409 12.426 22.766
H 9.058 13.076 24.854
C 12.203 12.372 22.958
C 11.637 10.970 22.715
O 10.324 10.988 22.237
H 12.269 13.079 22.131
H 13.243 12.308 23.279
H 11.513 12.882 23.630
H 11.708 10.350 23.609
H 12.330 10.460 22.046
H 9.854 11.432 22.948
C 5.761 6.937 20.019
C 4.756 5.845 20.396
O 4.657 4.851 19.403
H 5.990 7.616 20.840
H 5.354 7.529 19.199
H 6.728 6.533 19.723
H 3.818 6.332 20.660
H 5.127 5.449 21.341
H 3.796 4.428 19.427
C 12.724 9.372 19.573
C 12.464 10.813 19.101
O 13.598 11.449 18.492
H 11.847 8.964 20.077
H 13.472 9.350 20.365
H 12.987 8.718 18.742
H 12.261 11.440 19.970
H 11.562 10.824 18.490
H 13.304 12.318 18.210
C 4.934 1.496 20.479
C 5.335 1.608 19.001
O 6.323 2.638 18.949
H 4.535 2.450 20.824
H 5.774 1.244 21.126
H 4.214 0.699 20.666
H 4.426 1.955 18.508
H 5.664 0.651 18.597
H 5.816 3.432 19.132
C 10.880 7.342 15.213
C 11.758 7.489 16.405
O 11.056 7.152 17.610
H 11.376 7.440 14.247
H 10.065 8.065 15.180
H 10.423 6.353 15.177
H 12.204 8.480 16.500
H 12.560 6.764 16.264
H 10.395 7.826 17.786
C 7.990 5.157 17.518
C 9.075 4.056 17.202
O 9.191 3.310 18.403
H 8.395 5.945 18.153
H 7.071 4.718 17.907
H 7.686 5.563 16.553
H 10.034 4.520 16.970
H 8.717 3.426 16.388
H 8.306 3.036 18.651
C 14.140 5.626 19.283
C 12.792 5.565 20.007
O 11.877 5.016 19.041
H 14.877 5.830 20.060
H 14.130 6.435 18.552
H 14.434 4.723 18.748
H 12.557 6.531 20.453
H 12.778 4.801 20.785
H 11.622 5.790 18.533
C 8.293 0.332 22.601
C 9.310 0.589 23.731
O 10.490 1.040 23.077
H 8.613 -0.643 22.235
H 8.382 1.022 21.762
H 7.244 0.406 22.891
H 9.452 -0.300 24.346
H 9.053 1.449 24.349
H 10.302 1.884 22.658
C 7.597 -1.501 26.064
C 6.906 -0.111 26.272
O 5.736 -0.156 25.458
H 8.534 -1.633 26.606
H 7.933 -1.676 25.042
H 6.888 -2.237 26.442
H 7.517 0.717 25.913
H 6.600 0.050 27.305
H 5.262 0.678 25.488
C 8.218 -0.362 19.174
C 9.555 0.023 18.611
O 10.289 0.720 19.628
H 7.827 0.496 19.721
H 8.270 -1.128 19.948
H 7.460 -0.616 18.433
H 9.424 0.675 17.748
H 10.036 -0.919 18.346
H 10.446 0.094 20.339
*
```